This record from the Open Molecules 2025 dataset describes a structure of composition C54H75GeN3O4P2Ti. The level of theory is ωB97M-V/def2-TZVPD.

Results
- charge = -2
- E_LUMO (alpha / beta) (eV) = 3.51 / 3.51
- 2S+1 = 3
- HOMO-LUMO gap (alpha / beta) (Ha) = 0.135 / 0.134
- HOMO energy (alpha / beta) (eV) = -0.16 / -0.15

Positions of all 140 atoms, in Å:
Ti 0.01021 -0.18623 0.35541
C -6.14661 -3.19191 -1.35102
C -5.29943 -3.63554 -0.15042
C -4.99886 -5.12887 -0.28601
C -6.10302 -3.42594 1.14204
C -4.03269 -2.79994 -0.09671
C -4.11590 -1.40850 0.14921
C -2.97130 -0.66094 0.18535
N -1.73987 -1.16321 0.01935
C -1.63154 -2.51009 -0.20359
C -2.78266 -3.32261 -0.28739
C -0.29861 -2.97025 -0.31893
C 0.09407 -4.31484 -0.43519
C 1.40593 -4.67907 -0.53845
C 2.34703 -3.62013 -0.65097
C 1.92984 -2.32997 -0.50555
N 0.65621 -1.96898 -0.22115
C 1.81363 -6.14378 -0.49630
C 3.33288 -6.31520 -0.51571
C 1.21766 -6.89566 -1.69434
C 1.28216 -6.77004 0.80374
H -7.06372 -3.78594 -1.41104
H -5.58851 -3.31768 -2.28221
H -6.42335 -2.13870 -1.26484
H -5.92955 -5.69881 -0.24505
H -4.35286 -5.47058 0.52709
H -4.50785 -5.35231 -1.23719
H -7.00340 -4.04722 1.13765
H -6.41180 -2.38493 1.25492
H -5.49908 -3.69256 2.01383
H -5.06750 -0.91913 0.30819
H -3.01921 0.40788 0.34915
H -2.64335 -4.37341 -0.50471
H -0.68196 -5.07319 -0.40224
H 3.39173 -3.79795 -0.86068
H 2.62730 -1.51709 -0.62425
H 3.76866 -5.92556 -1.43857
H 3.58156 -7.37666 -0.44519
H 3.79420 -5.79661 0.32692
H 1.61143 -6.49858 -2.63423
H 0.12960 -6.79511 -1.71489
H 1.46469 -7.96065 -1.63593
H 1.68821 -6.24441 1.67270
H 1.56955 -7.82473 0.86528
H 0.19261 -6.70581 0.85675
C 6.69101 -0.43706 0.55403
C 6.42041 0.88990 0.24521
C 5.11773 1.37371 0.28857
C 4.04117 0.54609 0.60661
C 4.34520 -0.76429 0.99809
C 5.64417 -1.25839 0.95486
P 2.25467 1.15813 0.62841
C 2.43381 1.07060 -1.51806
C 1.62056 0.22246 -2.27125
C 1.72832 0.06947 -3.65186
C 2.64992 0.82564 -4.35314
C 3.43081 1.74290 -3.64932
C 3.32211 1.84827 -2.27083
C 2.61518 1.23398 2.64642
C 3.34406 2.29283 3.19812
C 3.76895 2.31146 4.52164
C 3.48095 1.23820 5.35996
C 2.76981 0.16431 4.84437
C 2.35922 0.16298 3.51337
H 7.70575 -0.82010 0.50842
H 7.22967 1.55530 -0.03875
H 4.92999 2.42123 0.08570
H 3.54974 -1.40278 1.36187
H 5.83762 -2.28699 1.24801
H 0.83524 -0.34053 -1.77057
H 1.08381 -0.63106 -4.17972
H 2.72942 0.73563 -5.43238
H 4.12646 2.38028 -4.19050
H 3.92282 2.59994 -1.77041
H 3.59534 3.13230 2.56438
H 4.32519 3.16349 4.90190
H 3.80354 1.24179 6.39615
H 2.53073 -0.68276 5.48472
H 1.81700 -0.69427 3.13867
C 0.04296 -3.16734 2.71488
C -0.50708 -1.81364 3.05717
C -1.18832 -1.51230 4.21299
C -1.42061 -0.11057 4.21078
C -0.85415 0.37940 3.05900
C -0.65802 1.81163 2.68825
N -0.30435 -0.65618 2.32127
H 0.22599 -3.71502 3.64142
H 0.98620 -3.09374 2.16898
H -0.64828 -3.76440 2.11373
H -1.46297 -2.21863 4.98613
H -1.90877 0.47195 4.97941
H -1.38517 2.42691 3.21492
H -0.74090 1.99974 1.62385
H 0.33618 2.14675 2.97208
C -2.93363 3.48271 -4.24370
C -2.91223 2.00034 -3.85195
C -4.31955 1.42254 -3.95668
C -1.97227 1.23759 -4.78371
O -2.53858 1.77908 -2.47329
P -1.23015 2.40970 -1.72700
O -0.22085 2.85507 -2.69229
O -0.97016 1.36582 -0.65104
O -1.83353 3.76342 -1.07889
C -2.95964 4.11156 -0.26985
C -4.26982 3.48453 -0.75593
C -3.03403 5.63090 -0.38243
C -2.72832 3.72560 1.17815
H -3.21395 3.57157 -5.29730
H -1.94364 3.91542 -4.09272
H -3.65590 4.04109 -3.64172
H -4.70123 1.55400 -4.97244
H -4.99112 1.92456 -3.25469
H -4.30181 0.35514 -3.71966
H -2.29059 1.35684 -5.82374
H -1.97686 0.17471 -4.52419
H -0.95998 1.62178 -4.66516
H -4.51781 3.84035 -1.75819
H -5.08132 3.75451 -0.07444
H -4.17529 2.39889 -0.79389
H -3.16984 5.91930 -1.42855
H -2.09733 6.06638 -0.02657
H -3.86569 6.01760 0.21246
H -2.74796 2.64238 1.29366
H -3.51119 4.15951 1.80709
H -1.75417 4.09115 1.50538
C 2.26469 5.64723 -0.90177
Ge 2.67065 4.57816 0.71746
C 1.78306 5.59575 2.19867
C 4.59825 4.98517 1.09351
C 1.88460 2.87590 0.50968
H 2.34346 6.72501 -0.71026
H 1.24677 5.41245 -1.23215
H 2.94207 5.38584 -1.72146
H 2.04767 6.66417 2.18260
H 2.05883 5.18239 3.17536
H 0.69685 5.50631 2.09126
H 4.71195 6.07591 1.08229
H 5.26491 4.56690 0.33029
H 4.92054 4.61597 2.07166
H 1.27453 2.99307 -0.37617



This record from the Open Molecules 2025 dataset describes an isolated molecule of C7H9NO. The level of theory is ωB97M-V/def2-TZVPD.

Results
- charge = 0
- E_LUMO (eV) = 0.86
- SMILES string = O=C1CN2[C@@H]3C[C@H]1C[C@@H]32
- HOMO-LUMO gap (Ha) = 0.355
- HOMO energy (eV) = -8.80

Positions of all 18 atoms, in Å:
C -1.08458 -1.12086 0.34230
C 0.35704 -1.56102 0.70851
C 1.21925 0.25151 -0.80721
C -0.13199 0.32105 -1.46576
C -1.09348 0.27679 -0.27385
C -0.38461 1.20817 0.75506
C 1.05581 0.82050 0.57035
H 0.36279 -1.61053 1.83218
H 0.56408 -2.56962 0.29954
H 2.12956 0.39734 -1.38295
H -0.27940 1.21652 -2.10610
H -0.31552 -0.54300 -2.11907
H -2.12279 0.60508 -0.52561
H -0.58961 2.22554 0.39076
H -0.83550 1.06775 1.77324
H 1.86325 1.35792 1.02246
N 1.35497 -0.58174 0.38309
O -2.06927 -1.76138 0.60306



This record from the Open Molecules 2025 dataset describes a structure of composition C33H53BrF6InNO4S2SeSiTe4. The level of theory is ωB97M-V/def2-TZVPD.

Results
- charge = -2
- E_LUMO (eV) = 3.06
- HOMO-LUMO gap (Ha) = 0.151
- HOMO energy (eV) = -1.04

Positions of all 107 atoms, in Å:
In 0.41277 0.47752 0.03131
C 1.66400 2.99287 -2.77609
C 1.09688 3.26087 -1.55399
C -0.17351 2.56888 -1.46651
C -0.32829 1.85371 -2.71696
C 0.79074 2.08457 -3.49709
C 1.15031 1.57743 -4.85115
C -1.55345 1.05345 -3.03850
C -1.32670 3.08188 -0.66722
C 1.72669 4.09592 -0.48427
C 2.97497 3.48098 -3.29747
H 1.06356 2.38157 -5.57866
H 0.51970 0.74493 -5.15458
H 2.21914 1.25120 -4.89143
H -2.42710 1.69960 -3.17463
H -1.80625 0.35423 -2.22645
H -1.40666 0.46965 -3.94817
H -2.12613 2.34004 -0.58797
H -1.74592 3.96599 -1.15467
H -1.02827 3.37371 0.34340
H 1.60291 5.16059 -0.69339
H 2.80247 3.89351 -0.44725
H 1.28424 3.89527 0.49655
H 2.93687 4.53172 -3.55651
H 3.29156 2.93131 -4.19987
H 3.80804 3.34416 -2.57295
Te 2.48373 -0.45049 -1.12643
Te 4.90869 -1.07638 -0.75592
Te 5.85268 1.58604 -4.65839
Te 4.36796 0.29146 -2.95223
F -0.06520 -4.62557 -0.62889
C 0.07772 -3.68112 0.34884
F -1.14537 -3.54954 0.89348
F 0.86298 -4.29721 1.27465
S 0.67070 -2.03063 -0.37222
O -0.58440 -1.29871 -0.18718
O 0.63128 -2.38914 -1.79834
N 2.11083 -2.09531 -0.02362
S 2.11659 -1.23117 1.60861
O 1.98933 0.27730 1.48256
O 0.72768 -1.75108 1.81257
C 4.18268 -1.48456 3.89701
F 4.42657 -1.78472 2.50437
F 2.81154 -0.96660 3.81578
F 3.95167 -2.75107 4.41133
C -0.35218 2.25947 5.38487
C -1.76978 2.50238 4.85522
C -1.65700 3.66094 3.85246
C -2.64320 2.97196 6.01797
Si -2.49791 0.87809 4.05486
Br -1.46571 0.85912 2.13421
C -4.39600 1.03123 3.60772
C -5.24923 0.75762 4.84676
C -4.75957 2.42869 3.09241
C -4.81722 0.05419 2.50229
C -2.03117 -0.77232 4.95068
C -0.55091 -1.12200 4.77520
C -2.35223 -0.67402 6.44420
C -2.79717 -1.96414 4.37327
H 0.07867 3.20033 5.72983
H 0.31089 1.87194 4.61006
H -0.34498 1.56931 6.22670
H -1.33224 4.56160 4.37389
H -2.59704 3.88959 3.35708
H -0.90892 3.45858 3.08731
H -2.17507 3.82618 6.50849
H -2.77430 2.19348 6.76716
H -3.62519 3.29376 5.67404
H -4.97957 1.41790 5.66897
H -5.14977 -0.27280 5.18330
H -6.30373 0.92603 4.61772
H -4.61543 3.19084 3.85488
H -5.81370 2.45320 2.80562
H -4.17909 2.70178 2.21062
H -4.62348 -0.98319 2.76118
H -4.30742 0.26708 1.56193
H -5.88899 0.14952 2.31197
H 0.12802 -0.35665 5.13945
H -0.30503 -1.32113 3.73247
H -0.31670 -2.04065 5.31648
H -1.76012 0.10132 6.92985
H -2.12006 -1.61774 6.93947
H -3.41130 -0.46913 6.61170
H -2.62519 -2.08119 3.30305
H -3.87021 -1.89622 4.54473
H -2.44939 -2.88398 4.84540
C 3.00976 -5.16751 -8.72355
C 2.88681 -4.32379 -7.48583
C 1.74016 -4.36647 -6.71345
C 1.62362 -3.56886 -5.57169
C 0.33983 -3.59039 -4.79321
C 2.66392 -2.72859 -5.25625
Se 2.67459 -1.39021 -3.12771
C 3.80799 -2.59861 -6.04176
C 4.81181 -1.53552 -5.79317
C 3.90308 -3.43744 -7.14462
H 2.28181 -5.97674 -8.72358
H 4.00987 -5.58985 -8.79773
H 2.84048 -4.54887 -9.60536
H 0.91689 -5.01223 -6.99384
H -0.19308 -4.53350 -4.92020
H -0.30287 -2.77454 -5.13610
H 0.50282 -3.44014 -3.73074
H 4.26165 -0.57383 -5.70460
H 5.54705 -1.40547 -6.57993
H 5.38906 -1.63890 -4.83624
H 4.78321 -3.37658 -7.76732



This record from the Open Molecules 2025 dataset describes an isolated molecule of C23H25N3O2S. The level of theory is ωB97M-V/def2-TZVPD.

Results
- charge = 0
- E_LUMO (eV) = 0.78
- SMILES string = O=C(NCc1ccccn1)c1ccc(OC2CCN(Cc3cccs3)CC2)cc1
- HOMO-LUMO gap (Ha) = 0.341
- HOMO energy (eV) = -8.49

Positions of all 54 atoms, in Å:
O 4.66582 1.06830 1.15786
C 3.74823 0.46167 1.68223
N 3.75987 0.12761 2.99732
H 3.12313 -0.56990 3.35502
C 4.94132 0.30670 3.80202
C 5.25720 -0.93460 4.59175
N 4.30485 -1.85577 4.65643
C 4.53095 -2.95848 5.35024
C 5.71602 -3.20527 6.02152
C 6.71274 -2.24158 5.96017
C 6.48268 -1.08632 5.23539
H 7.23287 -0.31422 5.16067
H 7.65453 -2.39205 6.46775
H 5.85686 -4.12091 6.57375
H 3.71729 -3.67232 5.36269
H 5.76904 0.56974 3.13396
H 4.79859 1.14439 4.50073
C 2.52645 0.05604 0.93654
C 2.62553 -0.09824 -0.44601
C 1.53533 -0.47931 -1.19182
C 0.29752 -0.70205 -0.57980
C 0.18660 -0.51883 0.79647
C 1.29300 -0.15083 1.54138
H 1.17145 0.00201 2.60386
H -0.75558 -0.65922 1.30319
O -0.69611 -1.09528 -1.41281
C -2.01049 -1.30820 -0.92227
C -2.74652 -2.14963 -1.96562
C -2.95138 -1.35469 -3.25097
N -3.71120 -0.15111 -2.96952
C -2.96508 0.70792 -2.06759
C -2.76238 0.01239 -0.72607
H -3.73320 -0.20306 -0.27886
H -2.20485 0.67302 -0.06029
H -3.53400 1.62838 -1.91773
H -1.98025 0.97381 -2.49258
C -4.09385 0.55113 -4.18287
C -5.11003 1.60310 -3.88429
C -6.26449 1.47333 -3.17719
C -6.99686 2.67858 -3.08572
C -6.38898 3.70775 -3.72596
S -4.90343 3.22772 -4.44870
H -6.71623 4.72339 -3.82521
H -7.93538 2.77013 -2.56858
H -6.57273 0.54424 -2.73406
H -4.53081 -0.18492 -4.86767
H -3.22638 1.01106 -4.69029
H -3.51335 -1.96142 -3.96574
H -1.96688 -1.11969 -3.69054
H -3.71623 -2.43678 -1.55887
H -2.16943 -3.04949 -2.18086
H -1.96618 -1.86790 0.02347
H 1.60790 -0.61384 -2.25969
H 3.57959 0.08554 -0.91611



This record from the Open Molecules 2025 dataset describes an isolated molecule of C14H18N2O5. The level of theory is ωB97M-V/def2-TZVPD.

Results
- charge = 0
- E_LUMO (eV) = -0.08
- SMILES string = C[C@@H](O)Cc1c(CCCO)c(N)cc2c1C(=O)N(O)C2=O
- HOMO-LUMO gap (Ha) = 0.317
- HOMO energy (eV) = -8.70

Positions of all 39 atoms, in Å:
C -1.37451 -1.92230 2.86384
C -1.74276 -0.73375 1.94739
O -2.80179 0.02235 2.50852
C -0.53474 0.18967 1.67086
C -0.26823 0.53238 0.21980
C -0.08477 -0.44113 -0.79203
C -0.06778 -1.91180 -0.45050
C 1.20533 -2.66431 -0.87873
C 2.45105 -2.08864 -0.21046
O 3.24473 -1.45602 -1.20452
C 0.10418 -0.02016 -2.12654
N 0.20561 -0.94004 -3.18471
C 0.20320 1.34057 -2.45105
C 0.06968 2.27495 -1.45204
C -0.15475 1.87415 -0.14282
C -0.23448 3.10752 0.67662
O -0.48335 3.29860 1.83412
N 0.06695 4.16452 -0.20434
O -0.33338 5.44829 0.10769
C 0.10096 3.75358 -1.54008
O 0.15890 4.44524 -2.50148
H -0.30175 -2.07555 2.93756
H -1.80099 -2.85402 2.50633
H -1.73589 -1.74945 3.87417
H -2.14609 -1.15203 1.03384
H -2.67971 0.07070 3.46001
H 0.38890 -0.17158 2.11900
H -0.75978 1.12055 2.17382
H -0.95359 -2.39438 -0.87108
H -0.11705 -2.05300 0.61837
H 1.32937 -2.72705 -1.94843
H 1.07306 -3.68552 -0.52197
H 2.15775 -1.36248 0.55155
H 3.00561 -2.89492 0.26787
H 4.06617 -1.15767 -0.80457
H -0.41897 -1.72812 -3.07713
H -0.00459 -0.48570 -4.06224
H 0.37195 1.66302 -3.46811
H -1.20444 5.36353 0.52147



This record from the Open Molecules 2025 dataset describes a structure of composition C42H39N4O3P2Y. The level of theory is ωB97M-V/def2-TZVPD.

Results
- charge = +2
- E_LUMO (eV) = -5.92
- HOMO-LUMO gap (Ha) = 0.222
- HOMO energy (eV) = -11.98

Positions of all 91 atoms, in Å:
Y 0.17555 1.02712 0.64070
C -3.38271 1.76405 -2.61600
N -2.29468 1.53351 -1.65397
P -1.57703 2.77707 -0.76094
C -2.88194 3.64528 0.12952
C -3.19043 3.21343 1.41916
C -4.23635 3.78229 2.12719
C -4.98321 4.79719 1.54318
C -4.68516 5.23689 0.26012
C -3.63803 4.66621 -0.44594
C -0.91116 3.95254 -1.95750
C -0.64504 3.57050 -3.27118
C -0.06110 4.46983 -4.15133
C 0.27012 5.74693 -3.72338
C 0.01685 6.12922 -2.41233
C -0.57168 5.23742 -1.53080
P -1.90666 -0.00910 -1.05548
C -3.44596 -0.87949 -0.72037
C -3.83365 -1.06715 0.60502
C -5.03102 -1.69733 0.90666
C -5.85076 -2.14095 -0.12002
C -5.47816 -1.95475 -1.44612
C -4.28049 -1.32898 -1.74783
C -1.04911 -0.88564 -2.38184
C -1.26431 -2.23775 -2.64742
C -0.45704 -2.90492 -3.55821
C 0.57659 -2.23579 -4.19804
C 0.81031 -0.89489 -3.92223
C 0.00598 -0.22507 -3.01465
H -3.32405 2.78171 -2.99915
H -4.35442 1.61783 -2.14272
H -3.28316 1.08043 -3.45997
H -2.61925 2.41236 1.88682
H -4.46836 3.44214 3.12719
H -5.79870 5.24943 2.09119
H -5.26976 6.02761 -0.18994
H -3.40650 5.02175 -1.44248
H -0.90125 2.57698 -3.61644
H 0.12974 4.17256 -5.17360
H 0.71942 6.44896 -4.41248
H 0.26898 7.12735 -2.08047
H -0.78570 5.55544 -0.51618
H -3.20056 -0.71623 1.41439
H -5.32460 -1.84148 1.93741
H -6.78504 -2.63497 0.11041
H -6.12167 -2.29914 -2.24408
H -3.99419 -1.19394 -2.78346
H -2.05390 -2.78027 -2.14484
H -0.63998 -3.95021 -3.76781
H 1.20110 -2.76030 -4.90845
H 1.62125 -0.37139 -4.41072
H 0.21010 0.82194 -2.81009
C 3.31673 -4.58542 6.78694
O 3.74327 -3.51315 5.95442
C 4.07510 -3.79686 4.67978
C 4.01922 -5.06626 4.11050
C 4.40656 -5.22908 2.78841
C 4.79269 -4.14437 2.01492
C 4.89072 -2.87925 2.60278
C 4.53920 -2.71337 3.92351
N 5.17072 -4.47184 0.67449
N 4.99243 -3.73006 -0.29809
C 4.23691 -2.50786 -0.20073
C 4.80981 -1.33595 -0.61143
C 4.08219 -0.12865 -0.62473
C 2.76760 -0.11473 -0.24553
O 1.98544 0.99023 -0.26886
C 2.15480 -1.32342 0.18551
N 0.84406 -1.25523 0.58885
C 0.20118 -2.38469 0.83606
C 0.79785 -3.64385 0.72699
C 2.12624 -3.72033 0.39524
C 2.85880 -2.54095 0.14601
H 3.06910 -4.13944 7.74482
H 4.11727 -5.31486 6.92261
H 2.43365 -5.07731 6.37368
H 3.71728 -5.92901 4.68455
H 4.41525 -6.21495 2.34140
H 5.28410 -2.03640 2.05357
H 4.64407 -1.75492 4.41391
H 5.84566 -1.33963 -0.92424
H 4.54946 0.78137 -0.97610
H -0.83900 -2.29969 1.13589
H 0.21041 -4.53123 0.91041
H 2.61309 -4.68151 0.29786
C 2.16040 3.73200 1.28637
O 1.04737 2.91792 1.78373
H 2.78972 4.01784 2.12453
H 1.76114 4.60762 0.77971
H 2.70703 3.10245 0.59343
H 0.64327 3.37857 2.52830



Let's list max |F| in order: 0.057; 0.030; 0.220; 0.015; 0.022; 0.010 hartree/bohr.
Let's list DFT total energy in order: -168088.75162; -10941.42316; -260337.20851; -43657.83332; -28026.58182; -75899.41407 eV.